No. 1
ORCA calculation (ωB97M-V with the def2-TZVPD basis set) on a 7-piece molecular cluster, C32H83N7O12 overall.

The frontier orbital gap (spin up / spin down) is 8.52 / 3.39 eV. Its LUMO energy (spin up / spin down) is -2.1 / -7.2 eV. The value obtained for the total energy is -2554.511019 a.u. As for the spin multiplicity: 2. The largest force on an atom is 4.50 eV/Å. The net charge is +1.

The geometry in XYZ format:
```
134
Properties=species:S:1:pos:R:3:forces:R:3:mulliken_spin:R:1
O -3.1681 3.8485 3.3009 -1.521 0.510 0.570 0.002
O -0.1065 0.1674 4.3284 -0.132 -0.444 0.179 0.000
O -5.8624 -4.1552 1.8204 -0.462 0.615 -1.084 0.000
O -0.3565 0.3294 -3.7775 -1.994 -0.456 1.667 -0.001
O 2.5537 0.8803 -1.3335 -1.008 0.844 -1.492 0.001
O -4.9238 -2.1251 -3.7080 0.026 0.437 0.080 0.000
O 8.9410 -5.1038 2.0116 -0.852 0.311 0.897 0.000
O -1.6086 5.0123 -1.8133 0.551 -1.223 -0.987 0.003
O 7.8740 -1.8758 -3.1496 -0.969 -0.757 -0.166 0.000
O -0.8305 5.3993 3.9839 -0.768 0.740 1.525 0.006
O -1.5271 -3.2932 1.1843 1.193 0.084 0.935 0.000
O -2.6353 1.6886 0.9247 2.019 2.030 -1.401 0.014
N -3.4353 -0.8420 -4.8342 1.573 1.737 -2.534 0.000
N -3.2285 -1.0178 -2.7142 0.618 0.349 1.893 0.000
N -3.2286 0.9103 3.5016 -0.541 0.913 0.917 0.000
N 7.3877 -4.4165 -0.5089 1.570 -3.439 0.700 0.000
N 0.1940 3.7255 -0.1887 -0.283 -3.890 -1.343 0.770
N -4.1218 -2.3025 0.0528 0.771 -0.704 -0.240 0.000
N -1.3549 3.1633 -4.2715 1.720 1.897 1.022 0.002
C -3.3663 -3.5138 -0.3270 -0.285 -0.291 0.855 0.000
C -2.4121 -0.2639 3.6212 1.381 -0.454 0.536 0.000
C 8.3782 -5.5962 -0.1750 -0.893 -0.111 0.685 0.000
C 9.0029 -5.3475 3.3819 0.774 0.187 1.564 0.000
C -1.6706 5.3920 -3.2250 -1.190 1.016 0.602 0.000
C 0.4036 -0.7571 -3.3873 1.508 -1.627 0.398 0.001
C -5.5483 -2.4053 -0.1314 -1.134 -0.788 1.406 0.000
C -6.1729 -3.7798 0.4362 0.071 0.310 -0.515 0.000
C 1.0952 2.8800 -1.0914 0.769 0.819 1.131 0.004
C 3.7286 0.1949 -0.9756 0.671 0.193 0.710 -0.001
C -3.9671 -1.3525 -3.7652 -2.877 -3.094 0.643 0.000
C -0.6920 3.0650 0.7361 0.935 -0.958 1.477 0.061
C 7.0401 -0.8583 -3.6755 0.280 0.863 1.326 0.000
C -2.4355 5.8045 -0.9458 1.054 -0.621 -0.388 0.000
C -0.1737 -3.6809 1.5371 -0.165 0.374 -0.087 0.000
C -0.8934 4.5938 -4.2778 -0.724 -0.072 0.959 0.000
C 7.1266 -2.6575 -2.1691 1.833 0.141 -0.297 0.000
C -3.6879 1.0696 0.2816 -1.762 -1.579 0.001 0.002
C 8.0425 -3.7506 -1.6168 0.037 1.694 0.233 0.000
C -0.8947 -0.2127 3.2228 -1.659 -0.410 0.771 -0.002
C -2.9011 1.8794 4.5854 -1.533 0.036 -0.636 0.000
C -3.7217 3.2038 4.4683 2.496 -2.296 -0.229 0.000
C -1.8938 -3.2699 -0.1747 0.449 -1.187 -0.794 0.000
C 0.3337 1.1729 -4.5600 0.871 3.949 -1.981 0.004
C -0.6260 2.2757 -5.1469 -1.506 -2.426 -1.429 -0.001
C 1.1404 -0.5034 4.3070 0.294 1.770 0.223 0.000
C -6.8532 -3.6063 2.7038 0.114 0.790 -0.679 0.000
C 0.2995 5.2121 3.2263 -0.645 -0.126 -1.297 0.009
C 8.3376 -6.1202 1.2849 -1.089 -0.442 -1.835 0.000
C -1.5996 2.0283 -0.0139 -0.786 0.084 0.768 0.137
C -4.0914 4.8661 2.8289 1.473 -0.114 1.332 0.000
C 2.0498 1.8472 -0.4327 0.652 -0.293 0.251 0.016
H 2.8908 2.4573 -0.1029 0.092 -0.108 0.611 0.000
H -1.1691 2.8035 -3.3463 -0.442 0.050 0.521 -0.001
H -6.7539 -3.9174 3.7438 0.418 -0.335 -0.311 0.000
H 4.3683 0.8049 -0.3377 0.010 0.219 0.175 0.000
H -0.7109 -1.2661 3.0116 0.498 0.094 -0.655 0.000
H 8.1018 -5.5593 3.9574 -0.853 0.233 -0.713 0.000
H 3.5159 -0.7200 -0.4226 -0.148 -0.134 -0.078 0.000
H 7.4334 -3.8772 0.3439 0.010 0.671 -0.132 0.000
H -2.3322 -0.5393 4.6728 -0.242 0.128 0.289 0.000
H 0.8737 0.6629 -5.3577 -0.139 -0.073 -0.330 0.000
H -2.1470 5.3875 0.0190 -0.414 0.591 0.322 -0.001
H -4.4291 0.8381 1.0465 0.097 -0.093 0.203 0.002
H -2.1176 6.8397 -1.0704 -0.335 0.173 0.337 0.000
H 0.6527 -3.1437 1.0717 -0.363 0.766 -0.592 0.000
H -4.2546 1.6385 -0.4555 0.528 0.481 -0.298 0.002
H 0.9801 6.0326 3.4535 0.413 -0.609 0.145 0.000
H -2.5388 -0.3047 -2.9035 0.060 -0.223 1.364 -0.001
H 0.6511 4.1804 3.2392 0.812 0.045 0.662 0.000
H 6.8951 -1.9916 -1.3379 -0.656 0.118 -0.004 0.000
H -0.3490 4.2545 -0.8561 -0.547 1.977 -0.541 -0.035
H -3.9036 -2.1777 1.0310 -0.072 0.173 0.260 0.000
H 1.0785 1.7724 -4.0366 0.641 -0.329 0.698 -0.001
H 7.3087 -6.4282 1.4711 -0.610 0.910 0.940 0.000
H -1.9309 2.5387 -0.9182 -0.702 -0.057 -0.077 -0.006
H -3.4755 5.5615 2.2587 -0.467 -0.314 -0.878 0.000
H 0.1565 4.8754 -4.1978 0.648 -0.901 0.440 0.000
H -4.3294 5.4804 3.6972 -0.660 -0.047 0.073 0.000
H -1.5974 -2.3578 -0.6928 0.279 0.257 0.083 0.000
H -6.0563 -1.5971 0.3948 0.258 0.243 0.263 0.000
H -2.8132 -1.1870 3.2028 -0.456 0.337 -0.679 0.000
H 0.0318 -1.2938 -2.5144 -0.710 0.230 -0.185 0.000
H 9.4468 -4.4762 3.8635 0.048 0.082 -0.187 0.000
H 9.6256 -6.1937 3.6722 0.471 -0.280 -0.528 0.000
H -4.7739 2.9191 4.4652 -0.166 0.346 -0.765 0.000
H -1.1275 1.0927 -0.3136 0.675 0.089 0.056 0.012
H -1.4034 6.4477 -3.1791 0.466 0.128 -0.663 0.000
H -1.8204 2.0061 4.5218 0.112 0.651 0.817 0.000
H -7.8691 -3.7998 2.3593 -0.080 -0.537 -0.035 0.000
H 8.3146 -4.3727 -2.4695 -0.059 -0.542 0.407 0.000
H -3.5026 5.6592 -1.1140 0.035 0.030 -0.189 0.000
H -3.3690 0.1100 -0.1253 -0.077 -0.028 -0.287 -0.001
H -0.3478 2.7711 -6.0771 0.811 0.096 0.323 0.000
H 1.6370 1.2470 0.3781 -0.482 0.649 0.496 0.000
H -1.4465 1.6523 -5.5021 -0.093 -0.428 -0.508 0.000
H -1.1142 5.0555 -5.2402 -0.595 -0.134 -0.064 0.000
H -4.9614 4.3622 2.4078 0.060 0.530 -0.404 0.000
H 6.0995 -1.2020 -4.1059 0.098 -0.218 -0.221 0.000
H 8.8284 -7.0722 1.4872 0.772 -0.128 -0.649 0.000
H -0.7292 0.4689 2.3885 0.188 -0.167 -0.428 0.001
H 9.4330 -5.3218 -0.1698 0.072 0.590 -1.079 0.000
H 7.5414 -0.1164 -4.2970 0.468 -0.868 -0.649 0.000
H 8.1556 -6.3757 -0.9036 0.231 -0.026 0.094 0.000
H 6.2792 -3.1855 -2.6066 -0.386 0.495 -0.066 0.000
H 1.6856 -0.0755 3.4657 0.404 -0.574 -0.465 0.000
H -1.3089 3.7080 1.3639 -0.234 0.444 -0.693 -0.044
H 0.5268 -1.4604 -4.2109 -0.250 -0.195 -0.146 0.000
H -7.2564 -3.8326 0.3295 -0.194 0.630 0.000 0.000
H -3.4987 -1.4288 -1.8320 0.346 0.447 0.489 0.000
H -2.6296 -0.3487 -4.4771 0.283 0.470 -2.305 0.000
H -2.7350 5.4056 -3.4598 -0.123 -0.340 -0.270 0.001
H 0.0006 5.3297 2.1847 0.288 0.389 -0.756 -0.006
H -0.1251 2.5168 1.4886 0.327 -0.194 -0.129 -0.016
H -5.7385 -2.1711 -1.1788 -0.446 -0.906 -0.229 0.000
H 0.5297 2.4711 -1.9288 -0.718 -0.231 0.168 0.051
H 1.6743 -0.1153 5.1745 0.014 -0.520 0.213 0.000
H -3.0190 1.4272 2.6596 -0.020 -0.370 -0.006 0.000
H -5.8789 -4.5565 -0.2698 0.600 -0.379 0.538 0.000
H -3.5243 3.6940 5.4217 0.037 0.899 -0.251 0.000
H 8.9440 -3.3229 -1.1780 0.443 0.399 -0.725 0.000
H 1.4211 -0.4994 -3.0933 0.096 0.542 -0.026 0.000
H -3.7938 -0.8351 -5.7785 0.104 -0.038 0.501 0.000
H -3.2649 1.5199 5.5480 0.624 -0.634 0.119 0.000
H 1.6871 3.6635 -1.5645 0.288 -0.076 -0.184 0.017
H -1.4528 -4.1363 -0.6676 0.546 0.030 -0.257 0.000
H 4.3418 -0.0239 -1.8497 -0.432 -0.086 -0.205 0.000
H -0.0281 -3.4818 2.5988 -0.455 -0.170 0.037 0.000
H -6.7879 -2.5190 2.6641 0.162 0.278 0.276 0.000
H 1.0860 -1.5917 4.2810 -0.129 0.024 0.008 0.000
H -3.5464 -4.3810 0.3083 -0.339 0.077 0.741 0.000
H -1.4881 4.7034 3.9154 -0.124 -0.378 -0.354 -0.001
H 6.8280 -0.2031 -2.8307 -0.762 0.137 0.416 0.000
H 0.1226 -4.7114 1.3409 -0.827 -0.407 -0.061 0.000
H -3.6368 -3.9904 -1.2692 0.055 1.036 -0.667 0.000
```
Positions in Å, forces in eV/Å.



No. 2
ORCA calculation (ωB97M-V with the def2-TZVPD basis set) on a 8-piece molecular cluster, C32H84N4O16 overall.

The calculation puts the energy relative to the best compared isomer or geometry (same formula, charge and spin) at 1.176 eV. The frontier orbital gap is 8.42 eV. Its LUMO energy is 0.4 eV. The value obtained for the total energy is -2692.172231 a.u. As for the spin multiplicity: 1. The largest force on an atom is 2.27 eV/Å. Its SMILES is COCCNCCOC.COCCNCCOC.COCCNCCOC.COCCNCCOC.OCCO.OCCO.OCCO.OCCO. The net charge is 0.

The geometry in XYZ format:
```
136
Properties=species:S:1:pos:R:3:forces:R:3:lowdin_charge:R:1
O 0.1716 -5.6126 3.0281 -0.290 -0.089 0.628 -0.077
O 2.8445 -0.0536 0.2070 0.245 -0.016 -0.356 -0.109
O -1.6413 -7.8948 -2.2590 -0.412 -0.001 -0.266 -0.058
O -2.4952 -4.5079 -6.5736 0.047 -0.252 0.576 -0.080
O 5.7400 -4.4819 0.1530 0.867 0.404 -0.067 -0.190
O -2.9461 3.3057 -3.3869 0.508 0.414 -0.034 -0.217
O 0.5135 -3.1457 4.1689 0.189 0.119 0.609 -0.075
O 0.6279 -3.2140 -1.5211 -0.067 -0.432 -1.073 -0.178
O -2.9165 -1.2385 1.3767 0.195 -0.759 -0.462 -0.169
O -4.9233 7.2075 -5.3233 0.198 0.221 0.374 -0.209
O -1.7034 -2.4878 -4.2977 -0.029 1.290 0.636 -0.058
O 3.6168 1.9044 -2.0889 -0.359 -0.239 0.335 -0.075
O -2.2291 -5.6483 -3.9746 -0.421 0.164 0.023 -0.061
O 7.5888 0.2559 0.3066 0.300 -0.456 -0.359 -0.177
O -2.3223 5.2834 8.5460 0.583 -0.138 0.562 -0.194
O 0.9283 1.6518 4.0489 0.285 -0.040 0.112 -0.213
N 5.2043 -1.4684 -0.1033 0.837 0.090 -1.351 -0.052
N -5.0855 5.4906 -3.0919 0.815 0.857 -0.344 -0.042
N -0.3018 -0.6581 -0.1151 -0.629 -0.336 0.589 -0.047
N -1.0906 3.3454 6.3322 -0.779 -0.778 -0.966 -0.079
C -2.2618 3.2908 7.2046 1.955 0.524 0.893 -0.202
C -4.8325 6.9194 -2.9167 -0.187 0.898 0.268 -0.240
C -2.8615 -2.5347 0.7929 -0.673 -0.008 0.377 -0.101
C -0.4403 -0.9691 -1.5132 0.327 -0.947 -0.242 -0.206
C 6.0845 -0.9092 -1.1556 -1.207 0.271 -0.259 -0.185
C -2.4718 2.0354 -3.8098 -1.401 0.604 0.244 -0.093
C -2.9999 6.4427 8.9524 -0.055 0.392 -0.766 -0.120
C -1.1740 -5.6287 -3.0422 1.296 -0.484 -0.348 -0.237
C 0.7383 -1.8591 -1.9094 0.911 1.138 0.569 -0.210
C -5.4141 7.7124 -4.0752 -0.506 -0.598 -0.726 -0.210
C 6.5822 -5.5999 -0.0332 -0.207 -0.334 0.302 -0.107
C 1.2086 0.2495 3.9553 0.028 1.244 -0.513 -0.080
C -4.3300 4.7257 -2.0943 -0.686 -0.504 -0.267 -0.211
C 6.7182 0.4004 -0.7934 0.227 0.502 0.034 -0.239
C 3.1084 1.3272 0.2784 0.361 0.449 0.043 -0.252
C -0.6284 2.0253 5.8995 0.344 0.949 -0.270 -0.209
C 2.7393 2.1204 -0.9662 0.451 0.241 0.041 -0.218
C -0.9561 -4.7162 3.1560 0.115 -0.338 -0.350 -0.229
C 5.3347 -3.8579 -1.0536 -1.925 0.125 1.193 -0.205
C -1.3402 -6.5637 -1.8671 -0.041 0.093 0.579 -0.236
C -2.6148 -3.1033 -6.4423 0.517 0.195 -1.299 -0.257
C 4.4851 -2.6566 -0.6249 0.735 0.632 1.112 -0.181
C 0.8062 2.1204 5.3739 0.284 0.033 0.087 -0.235
C -2.6899 -0.2019 0.4453 -0.253 1.285 1.057 -0.243
C -0.7567 -3.7788 4.3299 1.124 0.288 -1.098 -0.220
C 0.9784 -3.5441 -0.2135 0.688 -0.040 1.440 -0.117
C -3.6075 7.6374 -5.6225 -0.248 0.165 0.274 -0.111
C -4.0877 3.2974 -2.5421 0.608 0.303 -0.819 -0.219
C -2.9094 4.6490 7.4441 -0.587 -0.950 -0.098 -0.240
C -1.4754 -2.4185 -5.6840 -1.019 -1.135 -0.564 -0.236
C -1.2520 0.2763 0.4760 0.520 -0.198 -1.464 -0.183
C 8.2351 1.4458 0.6820 -0.039 0.304 0.328 -0.113
H 0.6551 -0.5322 0.1804 0.025 0.300 -0.120 0.072
H 5.7614 -1.6714 0.7184 -0.141 -0.249 0.064 0.128
H 8.4460 2.1220 -0.1543 -0.205 -0.139 -0.141 0.086
H -3.1107 -0.3193 -0.5605 0.301 -0.839 -0.042 0.115
H -6.4924 7.5589 -4.1441 -0.007 -0.079 0.171 0.122
H -2.5041 1.3518 -2.9583 0.609 -0.193 -0.007 0.067
H -1.2621 1.7402 5.0582 -0.029 -0.431 0.091 0.121
H 1.1070 0.0368 2.8909 -0.233 -0.412 0.135 0.072
H -0.2215 -5.9055 -3.5186 -0.087 -0.156 -0.321 0.132
H -1.2148 1.1948 -0.1364 -0.176 0.380 0.398 0.112
H -0.4314 -6.5853 -1.2576 0.092 0.376 -0.091 0.121
H -4.6878 5.3653 -4.0245 -0.135 -0.730 0.142 0.105
H 2.2671 0.0991 4.1905 -0.182 -0.397 0.436 0.092
H -0.8592 -8.3089 -2.6362 0.074 0.089 0.031 0.091
H -2.9088 7.2188 8.1772 -0.158 -0.022 0.012 0.087
H -3.1676 1.6294 -4.5511 0.146 -0.142 -0.217 0.087
H -1.8881 -5.2629 3.3278 -0.006 -0.083 -0.318 0.122
H 1.7050 1.9076 -1.2432 0.106 -0.136 -0.228 0.114
H -0.4737 -0.1363 -2.2357 0.030 0.345 0.313 0.113
H -5.2577 8.7939 -4.0316 0.306 0.004 0.302 0.119
H -1.8794 2.9352 8.1742 -0.561 0.021 0.330 0.120
H 1.4793 1.6122 6.0773 0.078 -0.343 -0.292 0.119
H 4.2733 2.6003 -2.0157 0.158 -0.092 -0.230 0.073
H -3.5752 8.7292 -5.7278 -0.070 -0.037 -0.396 0.086
H -4.9361 2.9755 -3.1569 -0.240 -0.355 0.474 0.129
H 5.4013 -0.6679 -1.9800 0.039 0.048 -0.070 0.128
H -3.7609 7.1706 -2.8600 0.080 -0.274 0.093 0.104
H 5.9779 -6.5132 -0.0445 0.038 -0.049 -0.332 0.086
H 7.2528 -5.7032 0.8205 0.004 0.261 0.023 0.085
H -3.3483 7.1103 -6.5359 0.286 0.246 -0.059 0.090
H -1.4184 -3.2549 -3.8063 0.305 -0.416 -0.646 0.039
H 7.6136 1.9679 1.4192 0.145 0.180 -0.063 0.090
H -0.6433 1.2568 6.6816 -0.382 0.064 0.163 0.112
H 0.4953 -0.2934 4.5740 0.292 -0.455 -0.096 0.083
H -2.9664 2.5241 6.8916 -0.057 0.219 -0.572 0.117
H -3.9542 4.3875 7.6747 -0.136 0.593 -0.078 0.119
H -0.1701 -6.5051 2.9375 0.103 -0.028 0.049 0.079
H -0.3384 3.9656 6.5768 -0.149 0.045 0.618 0.102
H -0.8725 -4.3566 5.2507 0.189 0.256 0.207 0.118
H 2.8120 3.1867 -0.7248 -0.295 -0.036 0.218 0.118
H -3.8744 2.6509 -1.6848 -0.331 -0.146 0.010 0.114
H 3.8255 -2.3070 -1.4195 0.047 -0.126 -0.157 0.118
H -4.9691 4.6613 -1.2110 0.241 0.252 0.253 0.119
H -0.9436 -4.2168 2.1891 -0.599 0.523 0.257 0.078
H 7.2475 0.7878 -1.6762 0.224 -0.145 0.043 0.128
H 4.5657 -4.5047 -1.4939 0.537 -0.230 -0.776 0.128
H 0.1183 -3.9066 0.3565 -0.088 0.361 -0.033 0.060
H 1.0058 -1.7263 -2.9598 -0.615 -0.779 -0.246 0.122
H 4.1744 1.4504 0.5061 0.017 0.239 -0.105 0.106
H 6.1581 -3.5829 -1.7057 0.112 -0.288 -0.188 0.110
H -2.8788 7.4252 -4.8314 -0.082 -0.394 -0.051 0.079
H 3.7152 -0.4780 -0.0438 -0.570 0.054 0.586 0.043
H -1.5017 2.2193 -4.2533 0.219 -0.358 0.130 0.089
H -1.3491 -1.5542 -1.6926 -0.107 0.143 0.010 0.105
H -3.3649 5.1867 -1.8630 0.027 -0.012 0.207 0.119
H -1.4696 -1.3767 -6.0044 0.051 0.176 0.406 0.113
H -4.0657 6.2354 9.0993 0.020 0.067 0.209 0.086
H -2.3980 -4.9301 -5.6998 -0.101 0.437 -0.173 0.042
H -5.2566 7.3052 -1.9833 -0.136 -0.183 -0.002 0.122
H -3.6043 -2.7787 -6.1087 0.067 -0.112 0.430 0.118
H -0.9641 0.4760 1.5050 0.003 0.120 0.021 0.114
H 7.1835 -5.5239 -0.9407 -0.026 -0.007 -0.063 0.085
H 1.2294 -3.7882 4.2132 -0.213 -0.218 -0.057 0.081
H 1.4711 -2.7217 0.3161 -0.550 0.251 -0.011 0.082
H 5.9665 1.1671 -0.5761 -0.225 -0.182 0.140 0.098
H 1.1805 3.1473 5.3817 -0.359 0.172 -0.185 0.116
H 2.5900 1.8202 1.1092 -0.287 -0.435 0.103 0.117
H 1.6245 -1.4138 -1.4343 -0.040 -0.131 0.245 0.091
H -1.4123 -2.9108 4.2929 -0.594 -0.402 0.087 0.123
H -2.4803 -6.5527 -4.1982 0.174 -0.116 0.336 0.107
H -3.2548 -3.2576 1.5131 -0.241 0.258 0.095 0.080
H 6.7966 -1.6044 -1.6046 0.319 -0.106 0.458 0.113
H -2.8411 5.2862 6.5557 -0.175 -0.088 -0.075 0.127
H 1.7345 -4.3357 -0.0746 -0.155 -0.210 -1.007 0.086
H -0.9678 -4.6066 -2.7305 -0.413 0.013 0.412 0.091
H -3.2921 0.6375 0.8201 0.136 0.031 0.124 0.120
H -0.5560 -2.8827 -6.0519 0.225 -0.007 0.410 0.124
H -1.8664 -2.9198 0.5585 0.137 0.600 -0.387 0.057
H -2.5394 6.8562 9.8458 -0.012 -0.324 0.162 0.086
H -2.1409 -6.2167 -1.2119 -0.193 -0.224 -0.120 0.125
H 9.2016 1.2120 1.1291 -0.129 -0.181 0.113 0.087
H 3.8758 -2.9568 0.2288 -0.229 -0.383 -0.295 0.117
H -2.5318 -2.7647 -7.4840 -0.077 0.148 0.080 0.114
H -3.5413 -2.4974 -0.0626 0.291 -0.517 -0.276 0.091
```
Positions in Å, forces in eV/Å.



- Which of these has the lowest net charge?
  C32H84N4O16



- Among the records above, which one has the lowest spin multiplicity?
  C32H84N4O16



- Among the records above, which one has the lowest net charge?
  C32H84N4O16



- Which of these has the highest spin multiplicity?
  C32H83N7O12